P:
C3H4S | wB97M-V/def2-TZVPD

Output
- Highest occupied orbital energy (alpha / beta): -7.625 / -8.393 eV
- Orbital gap (alpha / beta): 7.7 / 7.6 eV
- 2S+1: 1

Last columns: bonded neighbours and bond lengths (Å).
Positions of all 8 atoms, in Å:
1 C 0.51 0.16 0.04  C2 1.375, C3 1.469, H5 1.031
2 C 1.81 -0.02 0.43  C1 1.375, H6 1.091
3 C -0.73 -0.60 -0.14  C1 1.469, S4 1.713, H7 1.073
4 S -2.29 0.02 0.21  C3 1.713, H8 1.294
5 H 0.54 1.18 -0.12  C1 1.031
6 H 2.64 -0.67 0.13  C2 1.091
7 H -0.81 -1.64 0.11  C3 1.073
8 H -2.28 1.28 -0.06  S4 1.294

These are the natural (NBO) partial charges, in e, on atoms 1 to 2: -0.37, -0.10

***

Q:
C3H4S | wB97M-V/def2-TZVPD

Output
- Highest occupied orbital energy: -7.817 eV
- Orbital gap: 7.1 eV
- 2S+1: 1

Last columns: bonded neighbours and bond lengths (Å).
Positions of all 8 atoms, in Å:
1 C -1.62 -1.01 -0.02  C2 1.235, S4 1.774
2 C -0.84 -0.07 0.14  C1 1.235, C3 1.480, S4 1.941
3 C 0.42 0.70 0.00  C2 1.480, H6 1.074, H7 1.008, H8 1.141
4 S -2.71 0.39 -0.12  C1 1.774, C2 1.941
5 H -2.08 -2.67 0.41  no bonds
6 H 0.35 1.46 -0.76  C3 1.074
7 H 1.08 0.04 -0.39  C3 1.008
8 H 0.82 1.35 0.84  C3 1.141

These are the natural (NBO) partial charges, in e, on atoms 1 to 2: -0.19, -0.07

***

Preferred: P; penalty for the next structure: 0.747 eV.